The following is a DFT calculation (the ωB97M-V functional and the def2-TZVPD basis) of 2 unconnected molecules or ions with the total composition C5H10NO5P.

The geometry in XYZ format:
```
22
Properties=species:S:1:pos:R:3:forces:R:3
C -0.60732 -1.75295 0.08600 -0.731 -1.183 -0.726
C 0.72633 0.15612 -0.87295 -0.804 1.899 2.470
C -2.91805 -0.07361 -0.37577 2.409 -1.649 -0.069
C -1.54865 1.42875 1.00387 1.740 -1.015 0.005
C -0.53366 -0.40590 -0.25759 1.257 -1.521 -0.491
N -1.58697 0.52063 -0.23021 -2.474 1.796 1.701
O 0.58898 -2.59158 -0.18239 -1.348 1.396 0.338
O 4.20302 1.08034 -1.31213 -0.079 -0.205 -0.689
O 4.46332 1.43139 1.17997 -0.174 -0.605 -0.212
O -1.57505 -2.46285 0.45673 -0.049 0.408 0.338
O 4.38643 -0.98957 0.26216 -0.143 0.406 -0.194
P 4.30525 0.47967 0.03111 0.581 0.494 1.068
H 1.00994 -0.29823 -1.77020 0.840 -0.881 -1.299
H 1.48659 0.09082 -0.05436 0.273 0.333 -1.152
H 0.49984 1.24767 -1.08836 0.593 -1.157 0.299
H -3.00932 -0.84569 0.33390 -0.301 -1.291 0.923
H -3.74012 0.49353 -0.26359 -2.454 3.254 0.752
H -3.12961 -0.53923 -1.31173 0.724 -0.484 -1.146
H -0.48710 1.66538 1.14024 -0.020 0.995 -0.936
H -2.20619 2.29000 1.05084 -0.077 0.327 -0.810
H -1.56861 1.05330 2.04091 -1.148 -1.421 -0.106
H 1.24095 -1.97798 0.13355 1.387 0.104 -0.062
```
Positions in Å, forces in eV/Å.

net charge	-2
highest occupied orbital energy	0.45	eV
molecular weight	195.11	g mol⁻¹
orbital gap	5.5	eV

natural (NBO) atomic charge list, values in e, 8 entries: number 1, C, carries 0.623; number 2, C, carries -0.612; number 3, C, carries -0.419; number 4, C, carries -0.450; number 5, C, carries -0.230; number 6, N, carries -0.436; number 7, O, carries -0.775; number 8, O, carries -1.136

=====

The following is a DFT calculation (the ωB97M-V functional and the def2-TZVPD basis) of a molecular structure, C5H10NO7Rb.

The geometry in XYZ format:
```
24
Properties=species:S:1:pos:R:3:forces:R:3
Rb -0.68570 -2.18171 -2.15407 -0.766 -0.070 0.791
C 3.85874 0.34812 -0.28434 -1.126 0.285 -0.446
C 2.48523 0.26320 0.33566 0.577 -1.165 -0.037
O 2.14373 -0.53541 1.12148 -0.318 0.027 0.336
N 1.43031 1.27300 -0.15056 0.792 -0.966 -0.270
H 1.67071 2.13829 0.33703 -0.575 0.178 -0.125
H 1.58038 1.40575 -1.15102 0.058 0.344 0.100
C 0.01766 0.77555 0.06178 -0.453 1.465 0.515
H 4.45358 -0.48221 0.07769 0.199 0.361 0.526
H 4.20312 1.36288 -0.08180 0.690 -0.220 -0.148
H 3.78301 0.17152 -1.36164 -0.059 0.409 -0.065
H -0.61042 1.46815 -0.49452 -0.257 -0.340 -0.023
H -0.22120 0.86332 1.11836 0.025 -0.148 0.016
H -0.12903 -0.26130 -0.21586 0.416 -0.102 -0.032
O -1.70798 -0.92032 2.00299 0.141 0.016 -0.517
C -0.60859 -1.75808 1.92857 0.849 -1.113 -0.211
O -0.45945 -2.32192 0.77734 -0.041 0.673 -0.304
O 0.10789 -1.89076 2.91553 -0.480 0.393 -0.196
H -2.04648 -0.97660 1.09033 -0.376 0.189 0.373
O -4.85198 0.41273 -1.36342 -0.499 -0.004 0.390
C -3.57665 -0.01566 -1.25826 2.696 -0.019 0.136
O -2.71838 0.82406 -0.83123 -0.710 -0.050 -0.022
O -3.27277 -1.17860 -1.60039 -0.645 -0.123 -0.436
H -4.84573 1.21598 -0.81964 -0.138 -0.019 -0.351
```
Positions in Å, forces in eV/Å.

net charge	0
highest occupied orbital energy	-7.55	eV
molecular weight	281.60	g mol⁻¹
orbital gap	6.1	eV

Mulliken atomic charge list, values in e, 8 entries: number 1, Rb, carries 1.000; number 2, C, carries -1.139; number 3, C, carries 0.489; number 4, O, carries -0.244; number 5, N, carries -0.070; number 6, H, carries 0.380; number 7, H, carries 0.419; number 8, C, carries -0.589

=====

The following is a DFT calculation (the ωB97M-V functional and the def2-TZVPD basis) of a molecular structure, C5H10NO7Rb.

The geometry in XYZ format:
```
24
Properties=species:S:1:pos:R:3:forces:R:3
Rb 5.37644 18.35453 0.82690 -0.171 0.468 -0.375
C 2.43099 19.91532 -0.63148 -0.262 0.334 0.064
C 1.09328 19.85858 0.04567 -2.242 -1.215 -2.222
O 0.10225 19.32067 -0.41393 2.221 1.410 1.751
N 0.97883 20.62527 1.37232 -2.113 -0.882 -1.788
H 1.71105 20.26354 1.96655 1.273 0.039 0.999
H 1.14170 21.60526 1.19010 0.575 0.425 -0.006
C -0.39213 20.52180 1.98544 0.088 -0.059 1.400
H 3.14194 19.33184 -0.04650 -0.085 0.546 -0.048
H 2.71951 20.96383 -0.70552 0.514 -0.018 0.426
H 2.39256 19.56789 -1.66390 -0.428 -0.332 0.259
H -1.15890 21.18064 1.57789 0.579 0.051 -0.484
H -0.19399 20.82857 3.01244 -0.377 -0.020 0.082
H -0.79417 19.50879 2.00246 0.476 0.031 -0.287
O 7.12304 17.56692 2.73643 0.999 0.821 -0.313
C 6.80491 16.39187 3.21609 0.221 1.327 -1.005
O 5.97247 16.37629 4.08809 -2.201 -1.065 2.818
O 7.17673 15.37001 2.72266 1.354 -3.536 -1.321
H 6.59092 17.98712 3.41605 -0.025 2.304 0.457
O 4.37124 22.22908 3.07976 0.251 -1.729 -1.594
C 4.33317 21.12892 2.20644 -0.740 1.689 -0.157
O 4.91145 21.18745 1.12586 2.249 1.038 -1.325
O 3.58001 20.20498 2.43781 -2.706 -3.049 2.179
H 4.86870 22.74051 2.43742 0.550 1.422 0.488
```
Positions in Å, forces in eV/Å.

spin multiplicity	2
net charge	+1
highest occupied orbital energy (spin up / spin down)	-12.48 / -12.48	eV
molecular weight	281.60	g mol⁻¹
orbital gap (spin up / spin down)	9.2 / 5.6	eV

natural (NBO) atomic charge list, values in e, 8 entries: number 1, Rb, carries 0.985; number 2, C, carries -0.719; number 3, C, carries 0.706; number 4, O, carries -0.441; number 5, N, carries -0.590; number 6, H, carries 0.491; number 7, H, carries 0.446; number 8, C, carries -0.435

=====

The following is a DFT calculation (the ωB97M-V functional and the def2-TZVPD basis) of 2 unconnected molecules or ions with the total composition C5H10NOPS.

The geometry in XYZ format:
```
19
Properties=species:S:1:pos:R:3:forces:R:3
C -2.38408 1.98552 -0.54357 -0.814 -0.604 -1.189
C -1.74068 0.82497 -0.54593 0.053 0.234 1.706
P -0.30193 0.31265 0.48448 0.461 1.761 0.114
S -1.17355 -0.31715 2.34843 -0.328 -0.164 -0.177
N 0.17127 1.93073 1.10844 0.126 -1.955 -1.215
C 1.40005 2.39815 0.82684 0.106 -0.559 -3.717
O 1.96711 2.06376 -0.23085 -0.316 0.219 2.034
H -3.28631 2.07289 -1.15564 0.302 -0.012 -0.041
H -2.12651 2.89789 -0.07489 0.597 0.490 0.837
H -2.12710 0.03438 -1.14205 -0.348 -0.649 -0.433
H -0.07814 -0.94599 2.85560 -0.249 0.236 -0.520
H -0.39386 2.24616 1.83572 -0.494 0.887 1.621
H 1.78856 3.18834 1.41785 0.438 0.756 1.070
C 2.39487 -1.52508 -0.15953 0.672 0.194 -1.152
C 1.28065 -2.22760 -0.20366 -1.311 -1.473 -0.714
H 3.13949 -1.77849 0.54051 0.869 -0.386 0.856
H 2.75235 -0.75877 -0.88828 -1.062 -0.368 0.762
H 1.09840 -3.19449 0.40828 0.294 2.030 -0.822
H 0.48374 -1.95422 -0.96075 1.003 -0.636 0.978
```
Positions in Å, forces in eV/Å.

net charge	0
SMILES string	C=CP(S)NC=O.C=C
highest occupied orbital energy	-8.61	eV
molecular weight	163.18	g mol⁻¹
orbital gap	8.9	eV

natural (NBO) atomic charge list, values in e, 8 entries: number 1, C, carries -0.325; number 2, C, carries -0.543; number 3, P, carries 0.903; number 4, S, carries -0.342; number 5, N, carries -0.903; number 6, C, carries 0.513; number 7, O, carries -0.613; number 8, H, carries 0.199

=====

For reference, ΔE to the lowest compared entry with this formula, charge and spin by record: 68.2 0.0 0.0 189.0 kJ/mol.
For reference, maximum force by record: 4.14 2.70 4.62 3.76 eV Å⁻¹.